Record 1
Molecular formula: C18H13O5PPm
Method: DFT, ωB97M-V with the def2-TZVPD basis set

Each line ends with the Löwdin charge.
CARTESIAN COORDINATES (ANGSTROEM)
O: 0.207 3.317 -3.837  0.2370
C: 0.207 2.246 -3.453  0.0230
Pm: 0.210 0.055 -2.357  1.0718
O: 0.207 -1.640 -5.448  0.2722
C: 0.210 -1.155 -4.415  -0.0343
C: 0.200 -2.330 -1.825  0.0299
O: 0.206 -3.494 -1.403  0.1693
C: -1.869 -0.470 -2.482  -0.1149
O: -3.011 -0.561 -2.444  0.2869
C: 2.286 -0.465 -2.489  -0.1836
O: 3.429 -0.567 -2.442  0.2599
C: 1.732 0.866 1.750  -0.1796
P: 0.873 0.338 0.252  0.9568
C: 0.610 -1.370 1.016  -0.4069
C: -0.470 -1.632 1.823  -0.0765
C: -0.555 -2.880 2.424  -0.0198
C: 0.440 -3.831 2.233  0.0014
C: 1.544 -3.526 1.431  -0.0404
C: 1.645 -2.297 0.828  -0.1456
C: -0.429 1.676 0.344  -0.4105
C: 0.028 3.011 0.379  -0.0904
C: -0.886 4.026 0.532  -0.0167
C: -2.253 3.739 0.621  0.0080
C: -2.686 2.423 0.548  -0.0303
C: -1.784 1.382 0.403  -0.1232
H: 2.521 0.170 1.953  0.0662
H: 1.019 0.857 2.595  0.1104
H: 2.128 1.851 1.620  0.0475
H: -1.252 -0.876 1.991  0.1187
H: -1.419 -3.107 3.060  0.1396
H: 0.362 -4.815 2.712  0.1437
H: 2.330 -4.278 1.279  0.1433
H: 2.521 -2.055 0.192  0.1258
H: 1.105 3.243 0.313  0.1279
H: -0.541 5.066 0.587  0.1450
H: -2.975 4.555 0.750  0.1457
H: -3.757 2.190 0.615  0.1412
H: -2.131 0.338 0.346  0.1015

As for the net charge: +3. The HOMO energy (spin up / spin down) is -18.38 / -18.39 eV. The LUMO energy (spin up / spin down) is -0.5018 / -0.4944 Ha. As for the spin multiplicity: 5. The value obtained for the gap between HOMO and LUMO (spin up / spin down) is 4.730 / 4.940 eV.

***

Record 2
Molecular formula: C22H42NP3S2Y
Method: DFT, ωB97M-V with the def2-TZVPD basis set

Each line ends with the Löwdin charge.
CARTESIAN COORDINATES (ANGSTROEM)
Y: 0.074 -0.256 -0.089  0.6136
P: -1.539 -2.281 0.589  0.6872
P: 0.050 0.302 2.836  0.7593
P: -0.751 -0.335 -2.883  0.6785
H: 3.290 1.383 1.648  0.0625
C: 3.089 1.848 0.687  -0.0276
C: 1.918 2.419 0.352  -0.1067
H: 1.132 2.621 1.079  0.0037
C: -0.793 -3.917 0.825  -0.2397
C: -2.647 -2.136 2.014  -0.2537
C: -2.781 -2.532 -0.718  -0.2497
C: 1.008 1.668 3.594  -0.2454
C: -1.539 0.583 3.748  -0.2441
C: 0.726 -1.144 3.757  -0.2620
C: -0.004 0.875 -4.034  -0.2369
C: -2.527 0.006 -3.161  -0.2953
C: -0.431 -1.843 -3.866  -0.2551
H: 3.835 1.699 -0.086  0.0496
H: 1.653 2.583 -0.699  0.0672
H: -1.632 -4.619 0.975  0.0747
H: -0.127 -3.910 1.705  0.0562
H: -0.206 -4.197 -0.066  0.0608
H: -3.302 -3.018 1.999  0.0783
H: -3.256 -1.227 1.915  0.0424
H: -2.089 -2.098 2.958  0.0378
H: -3.405 -3.374 -0.386  0.0759
H: -2.302 -2.757 -1.682  0.0357
H: -3.397 -1.625 -0.809  0.0410
H: 1.292 1.377 4.614  0.0720
H: 0.376 2.563 3.651  0.0499
H: 1.903 1.909 3.009  0.0132
H: -1.434 0.207 4.779  0.0784
H: -2.370 0.060 3.262  0.0017
H: -1.769 1.655 3.771  0.0328
H: 0.834 -0.867 4.814  0.0645
H: 1.709 -1.419 3.347  0.0518
H: 0.065 -2.018 3.677  0.0323
H: 0.144 0.445 -5.032  0.0646
H: 0.961 1.206 -3.650  0.0274
H: -0.668 1.745 -4.097  0.0628
H: -2.798 -0.167 -4.212  0.0786
H: -2.745 1.044 -2.872  0.0096
H: -3.128 -0.635 -2.507  0.0095
H: -0.505 -1.580 -4.940  0.0694
H: -1.191 -2.600 -3.619  0.0445
H: 0.576 -2.268 -3.693  0.0372
C: 3.525 -1.044 -2.285  -0.5669
C: 3.876 -2.322 -2.787  -0.0600
C: 5.112 -2.483 -3.415  -0.0261
C: 5.996 -1.409 -3.583  -0.0004
C: 5.625 -0.148 -3.131  -0.0305
C: 4.393 0.055 -2.511  -0.0760
S: 2.061 -0.757 -1.454  0.7861
H: 1.930 -1.104 -0.032  -0.0718
H: 3.172 -3.151 -2.706  0.1174
H: 5.397 -3.456 -3.813  0.1307
H: 6.964 -1.582 -4.053  0.1372
H: 6.300 0.695 -3.278  0.1315
H: 4.082 1.060 -2.199  0.1053
S: -1.960 1.517 -0.375  0.6284
C: -2.325 2.548 0.930  -0.6964
N: -3.522 2.300 1.582  0.0712
C: -4.027 3.124 2.541  -0.0128
C: -3.316 4.240 2.931  -0.0043
C: -2.066 4.486 2.344  0.0140
C: -1.572 3.628 1.369  -0.0743
H: -4.078 1.509 1.275  0.1499
H: -5.025 2.878 2.913  0.1567
H: -3.752 4.913 3.670  0.1390
H: -1.496 5.360 2.651  0.1402
H: -0.594 3.765 0.910  0.1032

As for the net charge: +3. The HOMO energy is -17.19 eV. The calculation puts the relative energy (zero: lowest compared OMol25 entry of this formula, charge and spin) at 0.0 kcal/mol. The LUMO energy is -0.3527 Ha. As for the spin multiplicity: 1. The value obtained for the gap between HOMO and LUMO is 7.597 eV.

***

Record 3
Molecular formula: C12H18N2O2
Method: DFT, ωB97M-V with the def2-TZVPD basis set

Each line ends with the Löwdin charge.
CARTESIAN COORDINATES (ANGSTROEM)
C: -1.036 -1.292 1.875  -0.0293
C: -0.692 -0.454 0.605  -0.2853
N: -1.679 0.627 0.638  -0.0162
C: -1.759 1.277 -0.575  -0.6121
C: -2.474 0.537 -1.699  -0.0400
C: -2.671 2.443 -0.137  -0.0349
C: -0.428 1.712 -1.209  -0.0555
O: 0.589 0.619 -1.051  -0.0670
C: 0.778 0.137 0.285  -0.3751
O: 1.065 1.162 1.284  -0.0015
C: 1.945 -0.879 0.160  -0.1094
C: 3.234 -0.393 0.130  -0.0113
C: 4.266 -1.288 -0.017  -0.0596
C: 3.969 -2.633 -0.080  -0.1565
N: 2.741 -3.090 -0.132  0.0683
C: 1.754 -2.235 0.089  -0.1006
H: -0.876 -0.642 2.736  0.0752
H: -2.101 -1.550 1.879  0.0717
H: -0.366 -2.233 1.888  0.0953
H: -0.862 -1.065 -0.328  0.1445
H: -2.604 0.176 0.834  0.1427
H: -3.280 -0.158 -1.374  0.0966
H: -1.760 -0.089 -2.249  0.0881
H: -3.006 1.257 -2.307  0.0778
H: -3.612 2.125 0.331  0.0936
H: -2.213 2.958 0.656  0.0621
H: -2.890 3.065 -0.996  0.0815
H: -0.466 1.969 -2.255  0.1274
H: -0.070 2.632 -0.676  0.1353
H: 0.227 1.609 1.617  0.1209
H: 3.497 0.719 0.150  0.1558
H: 5.274 -0.944 -0.058  0.0965
H: 4.741 -3.375 -0.005  0.1017
H: 0.766 -2.704 -0.010  0.1193

The HOMO energy is -9.20 eV. The calculation puts the relative energy (zero: lowest compared OMol25 entry of this formula, charge and spin) at 55.3 kcal/mol. The LUMO energy is 0.0253 Ha. As for the spin multiplicity: 1. As for the SMILES: C[C@H]1NC(C)(C)CO[C@]1(O)c1cccnc1. The value obtained for the gap between HOMO and LUMO is 9.891 eV.

***

no.,E (Ha)
1,-2018.34675
2,-2776.09606
3,-727.98832